Formula: C37H39F6N5O3PW
Source: OMol25
Level of theory: the ωB97M-V functional and the def2-TZVPD basis

- total charge = +1
- lowest unoccupied orbital energy (alpha / beta) (eV) = -3.091 / -3.091
- ΔE to the lowest compared entry with this formula, charge and spin (kcal per mole) = 6.5
- F_max (Eh/bohr) = 0.0345
- Kohn-Sham gap (alpha / beta) (eV) = 6.67 / 6.67

Each line ends with the Löwdin charge.
Positions of all 92 atoms, in Å:
O1 -2.323 0.061 1.614  -0.263
H1 -0.688 1.119 -3.508  0.102
H2 -1.747 -2.991 -2.244  0.099
C1 -3.527 0.429 2.159  -0.378
H3 1.730 -2.657 -5.594  0.112
C2 5.598 -0.395 -2.048  -0.055
C3 1.585 0.683 2.179  -0.151
C4 -3.535 -3.961 2.230  -0.043
C5 1.624 3.047 -3.386  -0.057
F1 -5.040 -1.297 1.544  0.152
C6 -1.372 3.057 -0.601  -0.113
C7 0.645 -0.127 4.550  -0.347
H4 -1.636 -0.004 -5.449  0.121
F2 -3.615 2.579 1.113  0.181
H5 -1.077 -0.768 3.376  0.098
C8 3.279 -0.050 -1.512  -0.296
P1 1.675 0.629 -1.940  0.892
C9 2.434 3.119 -1.115  -0.101
W1 -0.800 0.108 0.385  1.708
C10 -1.088 -3.305 2.181  -0.016
H6 -3.485 -2.684 -0.150  0.131
H7 4.869 -1.654 1.013  0.112
C11 -2.527 -2.650 0.361  -0.033
H8 1.546 4.933 -4.400  0.116
C12 1.093 -0.120 -3.449  -0.306
H9 6.429 -0.283 -2.732  0.114
H10 -0.657 3.557 -1.255  0.121
H11 2.394 6.215 -2.470  0.114
F3 -4.533 2.408 3.069  0.187
H12 1.968 1.001 1.225  0.057
H13 0.333 2.597 0.448  0.061
H14 1.256 2.495 -4.240  0.105
N1 1.856 0.408 4.531  0.144
C13 4.351 0.098 -2.393  -0.079
C14 -3.543 1.968 2.298  -0.556
H15 6.758 -1.410 -0.559  0.114
H16 2.718 2.607 -0.202  0.099
H17 -3.399 -5.042 2.152  0.091
H18 -0.974 -3.835 3.121  0.124
C15 -2.142 2.043 -1.440  -0.627
N2 0.346 0.123 2.197  -0.083
C16 -0.680 -0.332 -5.065  -0.046
C17 2.306 0.809 3.341  -0.097
C18 -0.135 0.307 -3.965  -0.094
C19 -1.415 -2.052 -0.350  -0.376
F4 -5.772 0.731 1.429  0.179
C20 2.595 4.490 -1.209  -0.062
H19 -4.721 -0.012 3.919  0.112
H20 -2.084 3.803 -0.255  0.127
C21 -0.110 -0.290 3.365  -0.055
C22 2.267 5.143 -2.393  -0.057
H21 2.033 -3.475 1.351  0.091
H22 -0.433 -1.899 -6.508  0.114
H23 2.988 5.049 -0.371  0.112
C23 1.791 4.425 -3.478  -0.052
H24 -3.012 0.283 4.247  0.095
C24 3.467 -0.677 -0.284  -0.081
H25 -4.489 -3.706 1.774  0.074
F5 -2.390 2.370 2.874  0.136
C25 -4.691 -0.038 1.241  -0.559
C26 -2.392 -3.243 1.566  -0.264
C27 0.006 -2.812 1.560  -0.290
H26 0.739 -0.500 6.538  0.114
N3 0.125 -0.510 5.742  0.162
C28 -0.005 -1.396 -5.652  -0.050
H27 -3.587 -3.731 3.296  0.078
C29 1.393 -3.008 2.104  -0.031
H28 1.385 -3.648 2.985  0.086
C30 1.762 -1.193 -4.034  -0.066
N4 -0.665 2.430 0.537  -0.023
H29 2.697 -1.551 -3.623  0.102
C31 -0.146 -2.111 0.297  -0.184
H30 1.864 -2.058 2.377  0.060
H31 2.633 -0.783 0.395  0.059
C32 -3.711 -0.177 3.550  0.037
N5 0.642 0.441 -0.740  -0.321
H32 3.299 1.241 3.309  0.119
O2 -2.062 0.796 -1.049  -0.223
C33 1.211 -1.824 -5.139  -0.057
H33 -2.373 -1.336 -2.149  0.084
H34 0.725 -2.127 -0.348  0.108
C34 -1.550 -1.988 -1.855  -0.049
H35 -0.963 2.833 1.422  0.090
H36 -3.527 -1.247 3.491  0.085
H37 -0.702 -1.076 5.787  0.105
H38 4.216 0.609 -3.340  0.121
F6 -4.361 -0.006 -0.038  0.188
O3 -2.744 2.412 -2.418  0.096
H39 -0.641 -1.618 -2.326  0.049
C35 5.782 -1.028 -0.824  -0.056
C36 4.721 -1.166 0.058  -0.056
C37 1.935 2.391 -2.200  -0.288